This record from the OMol25 dataset describes a 2-piece molecular cluster, C4H9O2 overall. The level of theory is the ωB97M-V functional and the def2-TZVPD basis.

Results
LUMO level (eV): 3.55
Gap between HOMO and LUMO (eV): 7.18
ΔE to the lowest compared entry with this formula, charge and spin (kJ/mol): 58.5

Structure (ORCA input):
```
! RIJCOSX wB97M-V def2-TZVPD def2/J DEFGRID3
* xyz -1 1
C -0.706 1.305 -0.774
C -0.616 2.711 -0.218
H -0.161 1.102 -1.692
H -0.400 0.551 -0.054
H -1.720 0.950 -0.966
H 0.369 3.150 -0.384
H -1.355 3.346 -0.714
H -0.779 2.684 0.862
C 0.228 -2.000 0.906
C 1.433 -2.561 0.091
O 1.273 -3.533 -0.682
O 2.468 -1.850 0.206
H -0.470 -2.814 1.161
H -0.195 -1.188 0.349
H 0.632 -1.853 1.911
*
```

This record from the OMol25 dataset describes an isolated ion of composition C4H9O2 and charge +1. The level of theory is the ωB97M-V functional and the def2-TZVPD basis.

Results
LUMO level (eV): -6.52
Gap between HOMO and LUMO (eV): 8.65
ΔE to the lowest compared entry with this formula, charge and spin (kJ/mol): 509.3

Structure (ORCA input):
```
! RIJCOSX wB97M-V def2-TZVPD def2/J DEFGRID3
* xyz 1 1
C 1.218 0.368 0.496
C 0.910 -0.609 -0.559
C 0.081 0.689 1.348
C -0.300 -0.108 -1.370
O -2.111 -0.710 -0.035
O -1.315 0.434 -0.534
H 1.882 -0.158 1.410
H 1.635 1.351 0.290
H 1.618 -0.680 -1.271
H 0.506 -1.496 -0.141
H -0.627 -0.147 1.606
H 0.093 1.534 2.022
H -0.130 0.770 -1.845
H -0.674 -0.761 -2.028
H -2.785 -0.479 0.609
*
```

This record from the OMol25 dataset describes an isolated ion of composition C4H9O2 and charge +1. The level of theory is the ωB97M-V functional and the def2-TZVPD basis.

Results
LUMO level (eV): -4.47
Gap between HOMO and LUMO (eV): 12.45
ΔE to the lowest compared entry with this formula, charge and spin (kJ/mol): 103.6

Structure (ORCA input):
```
! RIJCOSX wB97M-V def2-TZVPD def2/J DEFGRID3
* xyz 1 1
C -0.670 -0.049 -0.064
C -2.170 0.082 -0.144
C 1.193 1.356 0.809
C 1.068 -1.502 -0.801
O -0.211 0.974 0.647
O -0.223 -1.015 -0.774
H -2.754 -0.830 -0.531
H -2.375 0.258 0.959
H -2.546 0.875 -0.658
H 1.157 2.159 1.576
H 1.614 1.937 0.007
H 1.878 0.634 1.213
H 1.282 -1.894 -1.780
H 1.718 -0.656 -0.447
H 1.040 -2.329 -0.012
*
```

This record from the OMol25 dataset describes a 2-piece molecular cluster, C4H9O3 overall. The level of theory is the ωB97M-V functional and the def2-TZVPD basis.

Results
LUMO level (eV): 3.35
Gap between HOMO and LUMO (eV): 7.33
ΔE to the lowest compared entry with this formula, charge and spin (kJ/mol): 93.2

Structure (ORCA input):
```
! RIJCOSX wB97M-V def2-TZVPD def2/J DEFGRID3
* xyz -1 1
C -1.228 0.915 1.325
C -0.387 0.090 2.279
O -2.337 1.447 2.116
H -0.706 1.783 0.948
H -1.631 0.144 0.678
H -1.041 -0.616 2.783
H -2.919 1.937 1.525
H 0.108 0.690 3.040
H 0.322 -0.512 1.714
C 1.033 0.616 -1.893
C 1.065 -0.875 -1.483
O -0.061 -1.428 -1.431
O 2.191 -1.357 -1.270
H 0.054 1.046 -1.703
H 1.181 0.698 -2.975
H 1.850 1.238 -1.529
*
```

This record from the OMol25 dataset describes a 2-piece molecular cluster, C4H9O3 overall. The level of theory is the ωB97M-V functional and the def2-TZVPD basis.

Results
LUMO level (eV): 3.96
Gap between HOMO and LUMO (eV): 8.09
ΔE to the lowest compared entry with this formula, charge and spin (kJ/mol): 78.4

Structure (ORCA input):
```
! RIJCOSX wB97M-V def2-TZVPD def2/J DEFGRID3
* xyz -1 1
C 0.314 -1.675 -1.132
C 0.442 -0.931 -2.426
O -1.032 -1.903 -0.755
H 0.807 -2.635 -0.911
H 0.679 -1.020 -0.268
H 1.453 -0.560 -2.628
H -1.426 -1.056 -0.499
H -0.246 -0.073 -2.376
H 0.147 -1.547 -3.276
C 1.207 1.867 1.115
C -0.133 1.161 1.248
O -0.233 0.407 2.254
O -0.883 1.278 0.250
H 1.705 1.908 2.100
H 1.051 2.934 0.881
H 1.793 1.325 0.382
*
```

This record from the OMol25 dataset describes a 2-piece molecular cluster, C4H9O3 overall. The level of theory is the ωB97M-V functional and the def2-TZVPD basis.

Results
LUMO level (eV): 4.02
Gap between HOMO and LUMO (eV): 7.31
ΔE to the lowest compared entry with this formula, charge and spin (kJ/mol): 401.5

Structure (ORCA input):
```
! RIJCOSX wB97M-V def2-TZVPD def2/J DEFGRID3
* xyz -1 1
O -1.037 1.691 2.420
C -1.096 0.710 1.723
C -0.185 0.091 0.750
C -0.783 -0.394 -0.522
C 0.374 -1.517 -1.034
O 1.291 -1.664 -0.107
H -2.062 0.098 1.741
H 0.509 -0.914 1.171
H 0.655 0.866 0.599
H -1.743 -1.018 -0.552
H -0.846 0.312 -1.230
H -0.327 -2.479 -1.021
H 0.735 -1.472 -2.004
H 2.110 1.427 -0.612
H 0.711 2.007 -0.526
O 1.693 2.256 -0.795
*
```

This record from the OMol25 dataset describes a 2-piece molecular cluster, C4H9O3 overall. The level of theory is the ωB97M-V functional and the def2-TZVPD basis.

Results
LUMO level (eV): 3.39
Gap between HOMO and LUMO (eV): 6.79
ΔE to the lowest compared entry with this formula, charge and spin (kJ/mol): 206.9

Structure (ORCA input):
```
! RIJCOSX wB97M-V def2-TZVPD def2/J DEFGRID3
* xyz -1 1
C 1.947 -0.091 -1.300
C 1.722 1.329 -1.867
O 0.569 -0.441 -0.634
H 2.079 -0.780 -2.158
H 2.771 -0.182 -0.482
H 2.740 1.833 -1.632
H 0.533 -1.421 -0.487
H 0.799 1.632 -1.311
H 1.490 1.505 -2.966
C -1.784 -0.249 2.373
C -2.519 -0.800 1.101
O -2.382 -2.024 0.912
O -3.059 0.123 0.503
H -2.381 0.635 2.634
H -0.688 -0.091 2.105
H -1.834 -0.980 3.209
*
```

This record from the OMol25 dataset describes a 2-piece molecular cluster, C4H9O3 overall. The level of theory is the ωB97M-V functional and the def2-TZVPD basis.

Results
LUMO level (eV): 4.18
Gap between HOMO and LUMO (eV): 8.66
ΔE to the lowest compared entry with this formula, charge and spin (kJ/mol): 17.8

Structure (ORCA input):
```
! RIJCOSX wB97M-V def2-TZVPD def2/J DEFGRID3
* xyz -1 1
C -2.408 -2.280 -0.520
C -1.055 -1.678 -0.126
O -0.923 -0.439 -0.357
O -0.217 -2.450 0.365
H -2.627 -3.160 0.080
H -2.346 -2.593 -1.566
H -3.221 -1.559 -0.440
C 1.183 1.956 -0.183
C 1.906 1.556 1.104
O 1.210 0.923 -1.132
H 0.145 2.205 0.067
H 1.667 2.838 -0.621
H 1.441 0.652 1.502
H 0.439 0.334 -0.904
H 1.857 2.357 1.848
H 2.950 1.337 0.882
*
```

This record from the OMol25 dataset describes a 2-piece molecular cluster, C4H9O4 overall. The level of theory is the ωB97M-V functional and the def2-TZVPD basis.

Results
LUMO level (eV): 3.64
Gap between HOMO and LUMO (eV): 8.08
ΔE to the lowest compared entry with this formula, charge and spin (kJ/mol): 228.6

Structure (ORCA input):
```
! RIJCOSX wB97M-V def2-TZVPD def2/J DEFGRID3
* xyz -1 1
O 2.836 -1.004 -0.002
C 1.724 -0.889 0.665
O 1.278 -1.762 1.406
C 0.710 0.376 0.332
C 0.125 0.008 -0.922
C -0.838 0.944 -1.638
O -2.208 0.617 -1.309
H 0.150 0.552 1.237
H 1.581 1.182 0.238
H 1.024 -0.275 -1.715
H -0.340 -0.918 -1.027
H -0.613 1.990 -1.494
H -0.792 0.692 -2.706
H -2.210 0.142 -0.520
H -0.846 -0.351 1.766
H -0.359 -0.862 3.038
O -1.221 -0.440 2.653
*
```

This record from the OMol25 dataset describes a 2-piece molecular cluster, C4H9O4S overall. The level of theory is the ωB97M-V functional and the def2-TZVPD basis.

Results
LUMO level (alpha / beta) (eV): 2.73 / 3.52
Gap between HOMO and LUMO (alpha / beta) (eV): 5.78 / 9.26
ΔE to the lowest compared entry with this formula, charge and spin (kJ/mol): 331.4

Structure (ORCA input):
```
! RIJCOSX wB97M-V def2-TZVPD def2/J DEFGRID3
* xyz -1 1
C 0.476 0.751 -0.709
C 1.158 -1.651 -0.818
C -1.283 -1.044 -0.885
C 0.083 -0.676 -0.244
O -0.237 3.420 1.601
O 0.150 2.371 3.798
O 0.061 -0.798 1.093
O -0.919 1.044 1.959
S -0.589 2.344 2.535
H 0.580 0.795 -1.794
H -0.289 1.452 -0.388
H 1.413 1.040 -0.240
H 1.181 -1.595 -1.905
H 0.923 -2.667 -0.511
H 2.135 -1.388 -0.420
H -1.297 -0.826 -1.953
H -1.486 -2.102 -0.732
H -2.059 -0.471 -0.386
*
```

This record from the OMol25 dataset describes C4HBaO2 as an isolated structure. The level of theory is the ωB97M-V functional and the def2-TZVPD basis.

Results
LUMO level (alpha / beta) (eV): -1.21 / -1.49
Gap between HOMO and LUMO (alpha / beta) (eV): 4.27 / 4.19

Structure (ORCA input):
```
! RIJCOSX wB97M-V def2-TZVPD def2/J DEFGRID3
* xyz 0 2
O 0.515 -1.156 -2.664
C 0.451 -0.643 -1.470
C 0.431 -0.299 -0.304
H -0.175 -1.815 -2.818
C 0.169 0.429 0.934
C 0.257 1.783 0.985
O -0.671 -0.187 1.822
Ba -0.977 1.890 3.515
*
```

This record from the OMol25 dataset describes an isolated ion of composition C4HBrClO2S2 and charge -1. The level of theory is the ωB97M-V functional and the def2-TZVPD basis.

Results
LUMO level (eV): 2.88
Gap between HOMO and LUMO (eV): 6.80

Structure (ORCA input):
```
! RIJCOSX wB97M-V def2-TZVPD def2/J DEFGRID3
* xyz -1 1
C -1.212 0.688 -0.095
C -0.314 -0.257 -0.159
C 0.993 0.278 0.034
C 1.058 1.632 -0.003
O -0.883 -2.413 1.321
O -1.335 -2.672 -1.075
S -0.572 2.315 -0.041
S -0.341 -2.311 -0.017
Cl 2.364 2.579 0.187
Br 2.563 -0.687 0.082
H -2.321 0.847 -0.235
*
```

So what do the calculations give for maximum force? Going down the list: 2.8, 4.2, 4.9, 2.1, 3.7, 5.2, 3.1, 0.3, 6.2, 2.1, 3.3, 4.6 eV Å⁻¹.
So what do the calculations give for calculated total energy? Going down the list: -308.32262, -307.79780, -307.95233, -383.57102, -383.57666, -383.45362, -383.52771, -383.59974, -458.78041, -856.91986, -328.71945, -4134.09847 a.u..